Entry from the OMol25 dataset: C15H36F2NO19P3PtS2 as an isolated structure at a distorted geometry (ωB97M-V/def2-TZVPD).

ORCA input file:
```
! wB97M-V def2-TZVPD RIJCOSX def2/J DEFGRID3
* xyz -1 4
Pt -20.25 -31.58 23.33
N -20.28 -29.52 23.04
S -19.57 -28.28 22.52
O -18.55 -27.71 23.41
O -20.25 -27.38 21.57
F -18.61 -29.17 21.49
S -21.53 -28.55 23.70
O -22.69 -28.32 22.87
O -21.18 -27.65 24.78
F -22.04 -29.84 24.59
P -21.84 -33.68 23.88
O -22.64 -34.47 22.88
O -22.34 -32.29 23.45
O -20.35 -33.60 23.91
O -22.72 -33.78 25.04
C -18.90 -28.78 26.71
O -18.75 -30.08 27.22
C -19.28 -31.13 26.63
O -19.72 -31.12 25.47
O -19.29 -32.27 27.45
C -19.83 -33.54 27.07
H -19.98 -28.72 26.60
H -18.49 -28.67 25.71
H -18.66 -27.98 27.42
H -19.35 -33.79 26.12
H -20.91 -33.44 26.94
H -19.68 -34.30 27.83
C -16.17 -35.36 25.07
C -16.78 -33.96 25.00
O -16.06 -33.21 24.09
P -16.57 -31.74 23.78
O -17.99 -31.53 23.39
O -16.32 -30.91 25.11
C -15.04 -30.78 25.66
C -15.19 -30.36 27.19
O -15.45 -31.14 22.79
C -15.34 -31.80 21.48
C -16.57 -32.06 20.50
H -16.89 -35.98 25.59
H -15.80 -35.62 24.07
H -15.32 -35.25 25.74
H -17.77 -34.13 24.57
H -16.90 -33.43 25.95
H -14.47 -31.71 25.59
H -14.51 -30.02 25.09
H -14.43 -30.78 27.85
H -15.26 -29.29 27.37
H -16.07 -30.81 27.64
H -14.65 -31.24 20.85
H -14.77 -32.68 21.77
H -17.10 -32.98 20.73
H -17.30 -31.29 20.76
H -16.32 -32.05 19.44
C -20.68 -36.57 20.32
C -20.69 -35.11 20.69
O -19.97 -34.37 19.66
P -20.15 -32.74 19.76
O -20.06 -32.11 21.12
O -18.96 -32.34 18.75
C -18.67 -32.91 17.48
C -17.83 -34.17 17.46
O -21.51 -32.32 18.87
C -21.90 -31.00 18.71
C -22.86 -30.48 19.81
H -20.85 -37.20 21.20
H -21.46 -36.86 19.61
H -19.82 -36.98 19.78
H -21.70 -34.69 20.77
H -20.12 -35.00 21.62
H -19.64 -33.13 17.02
H -18.22 -32.26 16.73
H -16.88 -34.09 18.00
H -18.23 -35.06 17.94
H -17.51 -34.48 16.46
H -21.06 -30.33 18.53
H -22.46 -31.07 17.78
H -23.51 -29.72 19.39
H -23.43 -31.27 20.29
H -22.32 -30.00 20.64
*
```

For the gap between HOMO and LUMO (alpha / beta), the calculation gives 6.476 / 7.330 eV. The LUMO energy (alpha / beta) comes out at 2.198 / 2.143 eV. The value obtained for the largest force on an atom is 9.17 eV/Å. The value obtained for the HOMO energy (alpha / beta) is -4.3 / -5.2 eV.

Atomic partial charges in e from the Mulliken method, atoms 1 to 4: number 1, Pt, carries 5.973; number 2, N, carries -0.047; number 3, S, carries 0.695; number 4, O, carries -0.642

=====

Entry from the OMol25 dataset: C15H36KN7O3 as an isolated structure (ωB97M-V/def2-TZVPD).

ORCA input file:
```
! wB97M-V def2-TZVPD RIJCOSX def2/J DEFGRID3
* xyz 0 1
K 0.20 0.39 0.00
C -3.39 0.19 1.20
C -3.44 0.72 -0.24
N -2.32 0.29 -1.07
C -2.48 -1.03 -1.66
C -1.19 -1.54 -2.31
N -0.19 -1.97 -1.33
C -0.40 -3.29 -0.73
C -0.71 -3.29 0.77
C 0.43 -2.87 1.70
N 0.43 -1.44 2.02
C -0.49 -1.07 3.09
C -0.57 0.45 3.30
N -1.25 1.16 2.22
C -2.71 1.10 2.25
H -4.41 0.04 1.54
H -2.91 -0.80 1.21
H -4.39 0.41 -0.70
H -3.45 1.81 -0.22
H -2.13 0.97 -1.80
H -2.78 -1.73 -0.87
H -3.28 -1.05 -2.41
H -1.45 -2.36 -3.00
H -0.75 -0.74 -2.91
H 0.74 -1.86 -1.70
H -1.22 -3.80 -1.25
H 0.49 -3.91 -0.89
H -1.59 -2.67 0.96
H -1.00 -4.32 1.03
H 0.38 -3.47 2.62
H 1.39 -3.10 1.23
H 1.36 -1.13 2.25
H -1.48 -1.45 2.84
H -0.22 -1.53 4.05
H -1.05 0.63 4.27
H 0.45 0.85 3.36
H -0.92 2.11 2.20
H -3.04 0.77 3.24
H -3.11 2.11 2.12
N 3.65 0.76 1.41
N 2.72 1.65 2.01
C 1.96 2.46 1.10
O 1.22 3.30 1.64
O 2.05 2.19 -0.13
H 3.98 0.13 2.13
H 4.45 1.25 1.02
H 3.11 2.25 2.73
C 3.08 -0.86 -3.94
C 3.11 0.31 -2.98
O 2.27 0.02 -1.88
H 3.69 -0.67 -4.82
H 2.05 -1.04 -4.27
H 3.44 -1.77 -3.45
H 2.77 1.22 -3.49
H 4.14 0.49 -2.64
H 2.38 0.75 -1.23
C 0.56 4.39 -1.35
C 0.05 3.24 -2.08
N -0.36 2.35 -2.68
H 1.64 4.46 -1.50
H 0.41 4.26 -0.28
H 0.07 5.29 -1.71
*
```

For the gap between HOMO and LUMO, the calculation gives 8.963 eV. The LUMO energy comes out at 0.313 eV. The value obtained for the largest force on an atom is 0.29 eV/Å. The value obtained for the HOMO energy is -8.6 eV.

Atomic partial charges in e from the Mulliken method, atoms 1 to 4: number 1, K, carries 1.200; number 2, C, carries 0.388; number 3, C, carries -1.029; number 4, N, carries 0.002

=====

Entry from the OMol25 dataset: a 4-piece molecular cluster, C15H37NO4 overall at a distorted geometry (ωB97M-V/def2-TZVPD).

ORCA input file:
```
! wB97M-V def2-TZVPD RIJCOSX def2/J DEFGRID3
* xyz 1 2
C 4.46 -1.78 -0.71
C 3.20 -1.42 -1.46
C 2.01 -1.88 -0.52
C 0.62 -1.40 -0.96
C 0.60 0.21 -0.97
C 1.73 0.78 -1.93
N 3.09 0.07 -1.66
O 4.10 0.67 -2.44
C 1.33 0.71 -3.43
C 1.78 2.30 -1.52
C 3.24 -2.15 -2.84
H 4.56 -1.26 0.25
H 5.37 -1.64 -1.30
H 4.40 -2.86 -0.60
H 1.99 -2.97 -0.55
H 2.15 -1.59 0.52
H -0.28 -1.68 -0.40
H 0.61 -1.69 -2.01
H 0.88 0.53 0.03
H -0.35 0.65 -1.28
H 2.09 0.98 -4.17
H 0.88 -0.26 -3.67
H 0.47 1.36 -3.56
H 0.76 2.58 -1.78
H 2.17 2.34 -0.51
H 2.43 2.88 -2.19
H 2.25 -2.10 -3.31
H 3.52 -3.20 -2.82
H 3.82 -1.60 -3.58
H 3.92 0.49 -3.37
O -2.17 1.63 1.37
H -2.16 1.24 0.49
H -3.08 1.57 1.65
C 1.12 -1.23 3.85
C 1.73 0.04 3.17
C 0.98 1.32 3.65
O 3.07 0.28 3.46
H 0.04 -1.20 3.97
H 1.60 -1.60 4.75
H 1.27 -2.08 3.18
H 1.76 -0.08 2.08
H 1.58 2.23 3.64
H 0.85 1.17 4.72
H 0.02 1.43 3.15
H 3.47 0.77 2.75
C -7.21 -0.26 0.84
C -5.93 0.52 0.54
C -6.51 1.84 -0.15
O -5.21 0.63 1.80
H -7.76 -0.53 -0.06
H -7.85 0.27 1.55
H -6.98 -1.22 1.30
H -5.24 -0.07 -0.05
H -6.95 2.59 0.51
H -7.22 1.55 -0.92
H -5.74 2.31 -0.76
H -5.30 -0.21 2.25
*
```

For the gap between HOMO and LUMO (alpha / beta), the calculation gives 9.430 / 4.952 eV. The LUMO energy (alpha / beta) comes out at -2.695 / -7.173 eV. The value obtained for the largest force on an atom is 3.61 eV/Å. The value obtained for the HOMO energy (alpha / beta) is -12.1 / -12.1 eV.

Atomic partial charges in e from the Mulliken method, atoms 1 to 4: number 1, C, carries -1.679; number 2, C, carries 1.225; number 3, C, carries -1.048; number 4, C, carries -0.814

=====

Entry from the OMol25 dataset: C15H38As3N6O3Pd as an isolated structure at a distorted geometry (ωB97M-V/def2-TZVPD).

ORCA input file:
```
! wB97M-V def2-TZVPD RIJCOSX def2/J DEFGRID3
* xyz 3 1
Pd -1.59 0.60 0.06
C 2.58 3.15 -0.54
As 1.67 1.51 -0.19
C 1.74 1.42 1.72
C 2.84 0.15 -1.02
C 2.59 -1.35 -0.91
C 3.62 -2.00 -1.87
C 1.23 -1.70 -1.49
As -0.48 -1.45 -0.55
C -0.49 -2.75 0.87
C -1.57 -2.17 -1.98
C 2.78 -1.86 0.52
As 4.66 -2.13 1.17
C 5.33 -0.28 1.31
C 4.18 -2.37 3.04
H 3.62 3.02 -0.21
H 2.11 3.94 0.03
H 2.60 3.40 -1.60
H 2.76 1.22 2.02
H 1.08 0.64 2.11
H 1.41 2.39 2.09
H 3.71 0.49 -0.44
H 2.93 0.47 -2.05
H 3.39 -1.77 -2.91
H 3.61 -3.08 -1.73
H 4.64 -1.66 -1.66
H 1.17 -2.77 -1.68
H 1.08 -1.20 -2.45
H -0.08 -3.68 0.48
H -1.52 -2.91 1.19
H 0.11 -2.41 1.72
H -1.62 -3.25 -1.84
H -1.10 -1.94 -2.93
H -2.57 -1.74 -1.97
H 2.38 -2.88 0.59
H 2.21 -1.24 1.23
H 5.72 0.06 0.35
H 6.17 -0.32 2.00
H 4.62 0.45 1.71
H 3.62 -3.30 3.15
H 3.59 -1.55 3.45
H 5.10 -2.47 3.61
N -5.13 3.98 -0.19
C -4.88 2.96 -1.27
C -3.69 2.08 -0.89
O -3.32 1.23 -1.69
O -3.15 2.30 0.25
H -4.97 4.94 -0.50
H -4.46 3.77 0.57
H -6.08 3.93 0.18
H -4.69 3.47 -2.21
H -5.77 2.34 -1.39
C -0.48 3.16 -1.16
O -0.11 2.05 -0.27
H -0.56 4.04 -0.53
H -1.42 2.90 -1.62
H 0.28 3.30 -1.93
N -5.51 -2.78 0.27
N -4.70 -1.77 0.69
N -5.17 -0.78 1.41
C -4.11 0.00 1.52
N -3.04 -0.53 0.89
N -3.47 -1.68 0.35
H -6.32 -2.86 0.88
H -4.99 -3.64 0.11
H -4.08 0.90 2.10
*
```

For the gap between HOMO and LUMO, the calculation gives 5.751 eV. The LUMO energy comes out at -9.827 eV. The value obtained for the largest force on an atom is 1.82 eV/Å. The value obtained for the HOMO energy is -15.6 eV.

Atomic partial charges in e from the Mulliken method, atoms 1 to 4: number 1, Pd, carries 0.089; number 2, C, carries -1.212; number 3, As, carries 0.995; number 4, C, carries -0.909

=====

Entry from the OMol25 dataset: a 3-piece molecular cluster, C15H38B4FNO4 overall at a distorted geometry (ωB97M-V/def2-TZVPD).

ORCA input file:
```
! wB97M-V def2-TZVPD RIJCOSX def2/J DEFGRID3
* xyz 0 1
C 6.66 -1.07 -1.56
C 5.23 -1.85 -1.92
F 4.37 -1.98 -0.69
C 4.47 -1.07 -3.16
B 3.70 0.31 -2.74
O 4.26 1.45 -1.99
B 3.16 2.25 -1.36
O 1.86 1.63 -0.92
B 1.58 0.45 -1.76
B 0.66 -0.86 -1.35
N 1.03 -1.62 -0.05
O -0.46 -1.41 -2.14
O 2.24 0.43 -3.11
H 7.59 -1.76 -1.76
H 6.61 -0.79 -0.42
H 6.73 -0.11 -2.23
H 5.42 -2.96 -2.30
H 3.63 -1.83 -3.54
H 5.18 -0.85 -4.08
H 3.24 3.42 -1.15
H 1.49 -2.50 -0.42
H 1.85 -1.07 0.34
H -0.05 -2.20 -2.64
C 0.59 0.89 2.41
C 0.48 1.18 3.90
C 1.48 0.41 4.74
C 1.34 -1.12 4.69
C -0.03 -1.66 5.11
C -0.39 -1.35 6.55
H 0.39 -0.16 2.18
H -0.12 1.50 1.85
H 1.60 1.14 2.04
H -0.55 0.98 4.23
H 0.64 2.26 4.06
H 1.41 0.75 5.78
H 2.50 0.67 4.42
H 2.11 -1.56 5.34
H 1.57 -1.47 3.68
H -0.02 -2.75 4.98
H -0.81 -1.28 4.44
H 0.36 -1.76 7.24
H -1.36 -1.78 6.80
H -0.45 -0.27 6.73
C -2.40 1.19 -1.39
C -3.89 1.22 -1.08
C -4.66 0.08 -1.74
C -4.64 0.08 -3.28
C -5.17 1.35 -3.94
C -6.63 1.63 -3.63
H -2.20 1.31 -2.46
H -1.89 2.01 -0.87
H -1.95 0.25 -1.06
H -4.30 2.19 -1.38
H -4.02 1.15 0.00
H -5.70 0.11 -1.39
H -4.25 -0.88 -1.39
H -5.23 -0.78 -3.63
H -3.62 -0.10 -3.63
H -5.06 1.25 -5.03
H -4.56 2.21 -3.65
H -7.26 0.79 -3.96
H -6.96 2.53 -4.16
H -6.80 1.78 -2.56
*
```

For the gap between HOMO and LUMO, the calculation gives 10.070 eV. As for the SMILES: C[C@@H](F)CB1OBOB(B(N)O)O1.CCCCCC.CCCCCC. The LUMO energy comes out at -0.081 eV. The value obtained for the largest force on an atom is 4.62 eV/Å. The value obtained for the HOMO energy is -10.2 eV.

Atomic partial charges in e from the Mulliken method, atoms 1 to 4: number 1, C, carries -0.893; number 2, C, carries 0.395; number 3, F, carries -0.337; number 4, C, carries -0.754

=====

Entry from the OMol25 dataset: a 7-piece molecular cluster, C15H38FNO8 overall at a distorted geometry (ωB97M-V/def2-TZVPD).

ORCA input file:
```
! wB97M-V def2-TZVPD RIJCOSX def2/J DEFGRID3
* xyz 0 1
C 2.16 0.87 2.65
C 1.71 0.49 1.61
N 1.57 -0.12 0.39
C 0.43 -0.99 0.48
O 0.14 -1.52 1.52
O -0.19 -1.16 -0.65
C -1.60 -1.48 -0.52
C -2.41 -0.48 0.25
C -2.65 0.84 -0.47
C -3.52 1.73 0.41
C 1.38 0.95 -0.62
C 2.43 2.04 -0.51
F 1.47 0.43 -1.85
H 2.43 1.43 3.49
H -1.72 -2.48 -0.12
H -1.98 -1.51 -1.53
H -3.39 -0.93 0.40
H -2.02 -0.27 1.24
H -1.73 1.35 -0.74
H -3.19 0.64 -1.39
H -3.81 2.64 -0.08
H -4.41 1.18 0.67
H -3.01 1.93 1.34
H 0.41 1.41 -0.46
H 3.32 1.61 -0.08
H 2.07 2.90 0.03
H 2.69 2.36 -1.51
C -0.19 -2.61 5.09
O 0.95 -3.10 4.41
H -0.10 -2.89 6.14
H -0.25 -1.52 5.01
H -1.11 -3.05 4.68
H 0.87 -2.85 3.48
C 1.91 -4.89 0.92
O 2.22 -3.61 1.46
H 2.80 -5.51 0.98
H 1.11 -5.36 1.50
H 1.60 -4.80 -0.12
H 1.42 -3.07 1.40
C -7.41 3.32 0.04
O -6.20 2.90 -0.59
H -7.36 3.06 1.09
H -7.54 4.40 -0.05
H -8.28 2.82 -0.41
H -6.26 3.13 -1.52
C 1.38 3.37 -4.42
O 1.09 1.98 -4.59
H 1.20 3.87 -5.37
H 0.73 3.80 -3.66
H 2.42 3.51 -4.14
H 1.25 1.56 -3.75
C 4.16 -8.22 1.35
O 3.51 -8.11 0.09
H 3.78 -7.43 2.00
H 3.94 -9.19 1.80
H 5.24 -8.10 1.24
H 3.86 -8.81 -0.47
C 1.91 7.23 -2.94
O 2.14 5.83 -2.83
H 0.84 7.40 -2.88
H 2.40 7.77 -2.13
H 2.28 7.61 -3.90
H 3.09 5.69 -2.88
*
```

For the gap between HOMO and LUMO, the calculation gives 10.184 eV. As for the SMILES: C#CN(C(=O)OCCCC)[C@@H](C)F.CO.CO.CO.CO.CO.CO. The LUMO energy comes out at 0.560 eV. The value obtained for the largest force on an atom is 1.98 eV/Å. The value obtained for the HOMO energy is -9.6 eV.

Atomic partial charges in e from the Mulliken method, atoms 1 to 4: number 1, C, carries -0.247; number 2, C, carries -0.569; number 3, N, carries 0.068; number 4, C, carries 0.519

=====

Please write out number 4 again, unchanged.
Entry from the OMol25 dataset: C15H38As3N6O3Pd as an isolated structure at a distorted geometry (ωB97M-V/def2-TZVPD).

ORCA input file:
```
! wB97M-V def2-TZVPD RIJCOSX def2/J DEFGRID3
* xyz 3 1
Pd -1.59 0.60 0.06
C 2.58 3.15 -0.54
As 1.67 1.51 -0.19
C 1.74 1.42 1.72
C 2.84 0.15 -1.02
C 2.59 -1.35 -0.91
C 3.62 -2.00 -1.87
C 1.23 -1.70 -1.49
As -0.48 -1.45 -0.55
C -0.49 -2.75 0.87
C -1.57 -2.17 -1.98
C 2.78 -1.86 0.52
As 4.66 -2.13 1.17
C 5.33 -0.28 1.31
C 4.18 -2.37 3.04
H 3.62 3.02 -0.21
H 2.11 3.94 0.03
H 2.60 3.40 -1.60
H 2.76 1.22 2.02
H 1.08 0.64 2.11
H 1.41 2.39 2.09
H 3.71 0.49 -0.44
H 2.93 0.47 -2.05
H 3.39 -1.77 -2.91
H 3.61 -3.08 -1.73
H 4.64 -1.66 -1.66
H 1.17 -2.77 -1.68
H 1.08 -1.20 -2.45
H -0.08 -3.68 0.48
H -1.52 -2.91 1.19
H 0.11 -2.41 1.72
H -1.62 -3.25 -1.84
H -1.10 -1.94 -2.93
H -2.57 -1.74 -1.97
H 2.38 -2.88 0.59
H 2.21 -1.24 1.23
H 5.72 0.06 0.35
H 6.17 -0.32 2.00
H 4.62 0.45 1.71
H 3.62 -3.30 3.15
H 3.59 -1.55 3.45
H 5.10 -2.47 3.61
N -5.13 3.98 -0.19
C -4.88 2.96 -1.27
C -3.69 2.08 -0.89
O -3.32 1.23 -1.69
O -3.15 2.30 0.25
H -4.97 4.94 -0.50
H -4.46 3.77 0.57
H -6.08 3.93 0.18
H -4.69 3.47 -2.21
H -5.77 2.34 -1.39
C -0.48 3.16 -1.16
O -0.11 2.05 -0.27
H -0.56 4.04 -0.53
H -1.42 2.90 -1.62
H 0.28 3.30 -1.93
N -5.51 -2.78 0.27
N -4.70 -1.77 0.69
N -5.17 -0.78 1.41
C -4.11 0.00 1.52
N -3.04 -0.53 0.89
N -3.47 -1.68 0.35
H -6.32 -2.86 0.88
H -4.99 -3.64 0.11
H -4.08 0.90 2.10
*
```

For the gap between HOMO and LUMO, the calculation gives 5.751 eV. The LUMO energy comes out at -9.827 eV. The value obtained for the largest force on an atom is 1.82 eV/Å. The value obtained for the HOMO energy is -15.6 eV.

Atomic partial charges in e from the Mulliken method, atoms 1 to 4: number 1, Pd, carries 0.089; number 2, C, carries -1.212; number 3, As, carries 0.995; number 4, C, carries -0.909

=====

> Number 3 is which compound?

C15H37NO4

=====

> Among the records above, which one has the highest largest force on an atom?

C15H36F2NO19P3PtS2

=====

> Among the records above, which one has the highest largest force on an atom?

C15H36F2NO19P3PtS2